Record 1
Below is a structure of composition AlF4N2O8S4 in a non-equilibrium geometry, with properties calculated with ωB97M-V/def2-TZVPD.

```
19
Properties=species:S:1:pos:R:3
Al 24.83 18.85 -2.04
N 21.40 15.54 -2.71
S 20.69 14.47 -1.85
O 20.93 13.07 -2.20
O 19.41 14.77 -1.22
F 21.64 14.60 -0.61
S 20.24 15.44 -4.04
O 19.74 16.78 -4.44
O 19.42 14.27 -4.31
F 21.34 15.29 -5.22
N 25.33 23.51 -1.15
S 24.26 24.78 -1.47
O 24.60 25.53 -2.69
O 23.63 25.47 -0.36
F 23.13 23.77 -1.99
S 26.33 24.43 -0.36
O 26.04 24.53 1.10
O 26.96 25.52 -1.09
F 27.44 23.30 -0.36
```

Properties
- net charge = +1
- orbital gap (eV) = 1.3
- lowest unoccupied orbital energy (eV) = -11.523
- relative energy (zero: lowest compared OMol25 entry of this formula, charge and spin) (kcal/mol) = 86.36

Record 2
Below is a cluster of 2 separate species, C4H8O3 in total, with properties calculated with ωB97M-V/def2-TZVPD.

```
15
Properties=species:S:1:pos:R:3
C -1.81 1.16 -1.07
C -1.53 0.03 -0.12
C -0.71 0.14 0.93
O -0.52 -0.87 1.83
H -1.59 0.87 -2.10
H -2.86 1.46 -1.03
H -1.20 2.04 -0.83
H -2.02 -0.93 -0.29
H -0.19 1.08 1.14
H 0.40 -0.81 2.13
O 2.21 -0.63 1.19
C 2.24 -0.47 -0.01
O 2.71 -1.36 -0.87
H 1.89 0.44 -0.53
H 2.98 -2.14 -0.36
```

Properties
- SMILES = C/C=C/O.O=CO
- orbital gap (eV) = 9.3
- lowest unoccupied orbital energy (eV) = 0.712
- relative energy (zero: lowest compared OMol25 entry of this formula, charge and spin) (kcal/mol) = 32.66

Record 3
Below is an isolated molecule of CH5N3S in a non-equilibrium geometry, with properties calculated with ωB97M-V/def2-TZVPD.

```
10
Properties=species:S:1:pos:R:3
C -0.90 1.06 -0.71
S 0.38 1.75 0.32
N 1.05 0.38 0.88
N 0.57 -0.75 0.58
N 1.13 -1.67 1.37
H -0.91 -0.04 -0.43
H -0.69 0.95 -1.73
H -1.81 1.63 -0.72
H 1.18 -2.57 0.91
H 1.84 -1.04 1.73
```

Properties
- SMILES = CS/N=N/N
- orbital gap (eV) = 9.3
- lowest unoccupied orbital energy (eV) = 1.110
- relative energy (zero: lowest compared OMol25 entry of this formula, charge and spin) (kcal/mol) = 60.74

Record 4
Below is a structure of composition C34H32N6O4S2Tl, with properties calculated with ωB97M-V/def2-TZVPD.

```
79
Properties=species:S:1:pos:R:3
Tl 0.90 0.69 -1.73
N -1.73 2.43 1.49
C -1.37 3.62 0.91
C -1.26 3.37 -0.42
N -1.55 2.05 -0.69
C -1.80 1.51 0.49
C -2.16 0.12 0.78
N -1.67 -0.96 0.25
C -2.30 -2.00 0.87
C -3.18 -1.54 1.81
N -3.09 -0.18 1.73
H -1.61 2.15 2.46
H -1.19 4.50 1.50
H -0.97 4.05 -1.20
H -2.08 -3.03 0.61
H -3.83 -2.04 2.50
H -3.54 0.49 2.34
C 4.27 1.83 -1.66
N 3.34 1.93 -0.55
C 3.96 1.45 0.67
C 2.85 3.29 -0.36
C 2.15 3.84 -1.58
C 2.35 5.17 -1.95
C 1.68 5.70 -3.06
C 0.84 4.88 -3.80
C 0.66 3.55 -3.42
C 1.29 3.00 -2.30
H 5.16 2.46 -1.50
H 3.79 2.14 -2.59
H 4.59 0.79 -1.77
H 4.88 2.01 0.89
H 4.21 0.39 0.57
H 3.27 1.57 1.50
H 3.69 3.96 -0.08
H 2.16 3.26 0.48
H 3.02 5.79 -1.38
H 1.84 6.73 -3.34
H 0.33 5.28 -4.67
H -0.01 2.94 -4.02
O 1.93 -1.04 0.69
C 1.47 -0.62 1.74
N 0.88 0.59 1.92
S 0.58 0.87 3.46
O -0.86 1.00 3.73
O 1.38 1.94 4.01
C 1.10 -0.70 4.10
C 1.09 -1.21 5.38
C 1.57 -2.50 5.55
C 2.05 -3.24 4.46
C 2.06 -2.70 3.18
C 1.57 -1.41 3.02
H 0.72 -0.63 6.21
H 1.58 -2.95 6.54
H 2.42 -4.24 4.63
H 2.43 -3.24 2.33
O -1.71 -3.77 -4.49
S -2.58 -3.93 -3.30
C -3.12 -2.30 -2.82
C -4.15 -2.17 -1.90
C -4.55 -0.90 -1.50
C -3.91 0.22 -2.02
C -2.89 0.08 -2.95
C -2.49 -1.19 -3.36
C -1.51 -4.23 -1.89
C -1.74 -5.37 -1.13
C -0.92 -5.65 -0.05
C 0.13 -4.80 0.26
C 0.36 -3.66 -0.51
C -0.46 -3.37 -1.58
H -4.62 -3.05 -1.49
H -5.34 -0.79 -0.77
H -4.20 1.21 -1.69
H -2.38 0.95 -3.32
H -1.70 -1.33 -4.09
H -2.56 -6.03 -1.40
H -1.10 -6.54 0.55
H 0.76 -5.01 1.11
H 1.14 -2.96 -0.24
H -0.31 -2.46 -2.15
```

Properties
- net charge = -1
- orbital gap (eV) = 6.5
- lowest unoccupied orbital energy (eV) = 2.455
- relative energy (zero: lowest compared OMol25 entry of this formula, charge and spin) (kcal/mol) = 0.00